1.
This record from OMol25 describes a molecular structure, C14H19AsCl2F5O2PdSSe at a distorted geometry. The level of theory is ωB97M-V/def2-TZVPD.

The calculation puts the HOMO energy (spin up / spin down) at -11.11 / -11.09 eV. The calculation puts the lowest unoccupied orbital energy (spin up / spin down) at -4.17 / -5.04 eV. The calculation puts the energy above the lowest of the compared OMol25 structures with the same formula, charge and spin at 140.7 kJ/mol. For the total energy, the calculation gives -7278.0120 Ha.

Geometry as ORCA input:
```
! RIJCOSX wB97M-V def2-TZVPD def2/J DEFGRID3
* xyz 1 1
Pd 0.7916 -0.1115 -0.3216
Cl 2.7715 0.2245 -2.0284
C 1.9710 1.5734 -2.8567
Cl 0.5229 1.9726 -1.9390
H 1.6847 1.2602 -3.8621
H 2.6354 2.4366 -2.8804
O -0.7776 -0.8989 -1.7655
S -2.1205 -1.0734 -1.1071
C -2.3385 0.3577 0.0608
C -3.3697 1.3086 -0.5267
C -4.2699 0.4551 -1.4133
C -3.3312 -0.3588 -2.2815
H -1.3547 0.8270 0.2307
H -2.6899 -0.0911 0.9900
H -2.8791 2.0758 -1.1274
H -3.9389 1.7993 0.2627
H -4.9432 1.0613 -2.0174
H -4.8697 -0.2097 -0.7887
H -2.7570 0.2555 -2.9742
H -3.8210 -1.1660 -2.8196
C 1.1108 4.1658 2.1597
As 1.8878 2.3839 2.3910
C 3.8210 2.5098 2.6163
C 1.0872 1.5491 3.9630
O 1.5775 1.5456 1.0184
H 1.6518 4.9043 2.7478
H 0.0630 4.1439 2.4643
H 1.1738 4.4228 1.1010
H 4.0887 3.3263 3.2817
H 4.2699 2.6838 1.6373
H 4.2084 1.5757 3.0250
H 1.2791 2.1611 4.8406
H 1.5046 0.5522 4.1129
H 0.0103 1.4640 3.8108
F 0.7248 -6.0890 -2.7436
C 0.5999 -5.1463 -1.8173
C -0.5561 -5.0755 -1.0379
F -1.5385 -5.9508 -1.2263
C -0.6848 -4.0786 -0.0800
F -1.8026 -3.9890 0.6487
C 0.3109 -3.1249 0.1160
Se 0.1365 -1.7317 1.3846
C 1.4481 -3.2133 -0.6830
F 2.3922 -2.2505 -0.5369
C 1.6107 -4.2009 -1.6401
F 2.7081 -4.2350 -2.3901
*
```

2.
This record from OMol25 describes a molecular structure, C14H19Br2MnN5S4 at a distorted geometry. The level of theory is ωB97M-V/def2-TZVPD.

The calculation puts the HOMO energy (spin up / spin down) at -5.85 / -5.59 eV. The expectation value of S² is 8.781. The calculation puts the lowest unoccupied orbital energy (spin up / spin down) at -1.27 / -1.34 eV. For the total energy, the calculation gives -8710.3740 Ha.

Geometry as ORCA input:
```
! RIJCOSX wB97M-V def2-TZVPD def2/J DEFGRID3
* xyz 0 6
Mn -0.4294 -0.6428 -1.0310
N -2.4505 0.3922 -1.2061
C -3.2348 0.6649 0.0375
C -2.1675 0.9478 1.1712
N -1.0636 -0.0165 1.2647
C -1.1799 -1.2784 2.1133
C -1.8995 -2.4081 1.4287
N -1.4143 -2.3539 -0.0471
H -2.9748 -0.1811 -1.9066
H -2.3388 1.2935 -1.6964
H -3.7682 1.6014 -0.0115
H -3.8320 -0.2213 0.1685
H -1.6441 1.8119 0.7996
H -2.6192 1.1846 2.1568
H -0.1858 0.4408 1.4867
H -0.1183 -1.5169 2.3866
H -1.6262 -1.0509 3.1128
H -1.6335 -3.3435 1.9473
H -2.9333 -2.1600 1.4294
H -0.5769 -2.8903 -0.0240
H -2.0968 -2.8223 -0.6671
S 0.9748 -0.0897 -3.5415
S 0.9710 -2.0351 -2.8505
S -4.0179 -2.5231 -1.7368
S -4.9367 -3.3142 -0.1651
Br 6.3671 -1.3941 0.3949
C 4.4457 -1.2098 0.2537
C 3.5650 -2.2461 0.4993
C 2.1903 -1.9724 0.3002
N 1.6914 -0.7362 0.1165
C 2.5345 0.2840 -0.1135
C 3.9043 0.0673 -0.0291
C 1.8748 1.6323 -0.3612
C 2.4327 2.8935 -0.1470
C 1.7657 4.0727 -0.4703
Br 2.4307 5.8173 0.0096
C 0.5707 3.9366 -1.1889
C 0.0785 2.6301 -1.2699
N 0.6298 1.5223 -0.8217
H 3.9595 -3.1902 0.8926
H 1.4737 -2.7118 0.5625
H 4.7018 0.8182 -0.2365
H 3.4403 3.0051 0.3104
H -0.0324 4.7581 -1.4903
H -0.8276 2.5346 -1.8308
*
```

3.
This record from OMol25 describes a molecular structure, C14H19Cl4F3O12 at a distorted geometry. The level of theory is ωB97M-V/def2-TZVPD.

The calculation puts the HOMO energy at -10.34 eV. The calculation puts the lowest unoccupied orbital energy at -0.13 eV. The calculation puts the energy above the lowest of the compared OMol25 structures with the same formula, charge and spin at 885.7 kJ/mol. For the total energy, the calculation gives -3587.8424 Ha.

Geometry as ORCA input:
```
! RIJCOSX wB97M-V def2-TZVPD def2/J DEFGRID3
* xyz 0 1
C -1.8133 0.6615 -1.7228
O -1.1321 -0.3235 -2.5308
C -0.3634 -1.2485 -1.9819
O -0.1188 -1.4947 -0.7563
O 0.1169 -1.9180 -2.9881
C 1.2163 -2.8717 -2.7843
H -2.1324 1.4352 -2.4212
H -1.1372 1.1508 -1.0216
H -2.7425 0.2446 -1.3344
H 2.1238 -2.2968 -2.5995
H 1.2170 -3.4968 -3.6772
H 1.1030 -3.5210 -1.9161
C -0.1216 -1.9526 1.9665
C 1.1406 -2.8271 1.9927
O 0.9554 -3.5688 3.1424
C -0.2881 -3.6018 3.5082
O -0.7855 -4.0759 4.5292
O -1.0407 -2.7419 2.7049
F 2.3292 -2.2067 2.0331
H -0.4580 -1.8501 0.9347
H -0.0508 -0.9708 2.4346
H 1.1390 -3.5279 1.1578
C 1.4568 0.9847 -0.3414
C 1.6656 0.4197 1.0381
O 0.3442 0.4351 1.4504
C -0.4725 1.3130 0.7200
O -1.6862 1.4759 0.9690
O 0.2571 1.6654 -0.3581
F 2.4051 1.1948 1.8278
H 1.3397 0.1359 -1.0152
H 2.2808 1.6305 -0.6448
H 2.0404 -0.6005 1.1210
C -3.8809 -0.8679 1.9540
C -3.5645 0.3267 1.0669
O -4.7692 1.0737 1.0749
C -5.7636 0.3307 1.5506
O -6.9143 0.6687 1.6475
O -5.3256 -0.8158 1.9218
F -3.3017 -0.0304 -0.1822
H -3.5108 -0.5417 2.9260
H -3.3599 -1.7827 1.6713
H -2.7713 0.9508 1.4783
C 1.9846 3.6357 -2.2170
Cl 2.8307 5.0404 -1.7090
Cl 0.2349 3.6412 -1.7698
H 2.1171 3.5465 -3.2952
H 2.4173 2.7767 -1.7041
C 5.1315 2.9248 -1.5003
Cl 4.7294 3.0074 -3.2883
Cl 3.8969 2.0137 -0.6761
H 6.0994 2.5073 -1.2229
H 4.9323 3.9422 -1.1635
*
```

4.
This record from OMol25 describes a molecular structure, C14H19ClMoN4O2 at a distorted geometry. The level of theory is ωB97M-V/def2-TZVPD.

The calculation puts the HOMO energy (spin up / spin down) at -15.55 / -15.56 eV. The expectation value of S² is 2.021. The calculation puts the lowest unoccupied orbital energy (spin up / spin down) at -8.84 / -10.01 eV. The calculation puts the energy above the lowest of the compared OMol25 structures with the same formula, charge and spin at 0.0 kJ/mol. For the total energy, the calculation gives -1442.1455 Ha.

Geometry as ORCA input:
```
! RIJCOSX wB97M-V def2-TZVPD def2/J DEFGRID3
* xyz 2 3
Cl -1.8606 -1.7508 -0.0226
C 0.2289 1.3799 -1.8282
C 0.3803 2.0110 -0.5366
C -0.8577 1.8667 0.1706
H 1.2301 2.6047 -0.2120
C -1.8085 1.2135 -0.6917
C -1.1110 0.8847 -1.9059
H -1.5886 0.4199 -2.7679
H 0.9641 1.3441 -2.6261
H -1.1059 2.2838 1.1428
C -3.2797 1.0957 -0.4386
Mo -0.1078 -0.1770 -0.2033
C -0.3846 -0.3751 1.8221
O -0.5994 -0.5915 2.9454
C 0.3344 -2.3076 -1.4963
O 0.4123 -3.3958 -1.8346
H -3.5016 0.8794 0.6108
H -3.7249 0.3131 -1.0607
H -3.7903 2.0376 -0.6849
C 2.3802 -1.6899 0.9816
N 2.1325 -0.4088 0.2155
C 2.8747 -0.4811 -1.0867
N 4.3080 -0.7363 -0.9124
C 4.4858 -2.0054 -0.1589
N 3.8233 -1.9600 1.1719
C 4.4161 -0.8198 1.9232
N 4.2043 0.4674 1.2295
C 2.7753 0.6895 1.0396
C 4.8673 0.3735 -0.0923
H 1.9286 -2.5249 0.4339
H 1.9201 -1.6077 1.9792
H 2.7649 0.4759 -1.6163
H 2.4314 -1.2786 -1.6930
H 5.5615 -2.1759 0.0001
H 4.0611 -2.8336 -0.7443
H 3.9423 -0.7749 2.9117
H 5.4994 -0.9915 2.0118
H 2.6452 1.6457 0.5231
H 2.2783 0.7277 2.0181
H 5.9412 0.1929 0.0655
H 4.7001 1.3129 -0.6370
*
```

5.
This record from OMol25 describes a molecular structure, C14H19ClN2Zn at a distorted geometry. The level of theory is ωB97M-V/def2-TZVPD.

The calculation puts the HOMO energy at -6.10 eV. The calculation puts the lowest unoccupied orbital energy at -0.27 eV. The calculation puts the energy above the lowest of the compared OMol25 structures with the same formula, charge and spin at 219.2 kJ/mol. For the total energy, the calculation gives -2893.7713 Ha.

Geometry as ORCA input:
```
! RIJCOSX wB97M-V def2-TZVPD def2/J DEFGRID3
* xyz 0 1
C 0.6459 2.4960 -1.3179
C 1.5461 1.8687 -2.4698
H -0.4200 2.2746 -1.4264
H 0.7196 3.5835 -1.4463
H 1.0220 2.4156 -0.2688
H 1.0847 1.0803 -3.0811
H 1.6777 2.7190 -3.1543
H 2.5689 1.6005 -2.1896
C -2.0171 1.4829 0.2859
C -3.3242 1.4670 0.7869
C -3.9997 0.2466 0.8380
C -3.3355 -0.8962 0.4019
H -1.4601 2.4263 0.2814
H -3.7645 2.4056 1.1150
H -5.0205 0.1824 1.2185
H -3.8142 -1.8711 0.4453
N -1.4040 0.3915 -0.2010
C -2.0236 -0.8135 -0.1022
C -1.2405 -2.0255 -0.4374
N 0.0566 -1.8528 -0.7818
C 0.8292 -2.9360 -0.9107
C -0.9947 -4.4421 -0.5016
C 0.3554 -4.2486 -0.7786
H 1.8801 -2.7611 -1.1311
H 1.0552 -5.0706 -0.8986
C -1.8018 -3.3179 -0.3407
H -2.8628 -3.4078 -0.1344
H -1.4264 -5.4370 -0.4138
Zn 0.9256 0.5053 -0.6970
C 2.6646 -0.4295 -1.0386
H 2.5990 -0.9346 -2.0100
H 2.7845 -1.1551 -0.2315
H 3.5144 0.2640 -1.0385
Cl 0.5206 -0.6111 2.0788
C 1.1749 0.7830 1.3374
H 0.6466 1.6564 1.7258
H 2.2542 0.8079 1.5051
*
```

6.
This record from OMol25 describes a molecular structure, C14H19CsN2O8Se2 at a distorted geometry. The level of theory is ωB97M-V/def2-TZVPD.

The calculation puts the HOMO energy at -1.26 eV. The calculation puts the lowest unoccupied orbital energy at 3.86 eV. For the total energy, the calculation gives -6079.3299 Ha.

Geometry as ORCA input:
```
! RIJCOSX wB97M-V def2-TZVPD def2/J DEFGRID3
* xyz -2 1
Cs -0.7074 -0.3768 0.5105
O -6.2837 1.9649 -1.2836
C -5.0079 1.8953 -1.9185
C -4.3656 0.5123 -1.7993
C -5.2706 -0.5777 -2.4067
O -6.3120 -1.0242 -1.5734
C -3.0880 0.5148 -2.6712
Se -1.8259 2.0276 -2.5484
C -4.0382 0.2578 -0.3356
Se -3.6894 -1.6363 0.2057
H -6.5365 2.8898 -1.2652
H -4.3305 2.6337 -1.4790
H -5.1149 2.1408 -2.9885
H -4.6253 -1.4227 -2.6909
H -5.7430 -0.1916 -3.3180
H -5.8791 -1.4759 -0.8251
H -3.3978 0.4269 -3.7172
H -2.5218 -0.3860 -2.4385
H -4.8606 0.5988 0.2938
H -3.1869 0.9202 -0.1303
O 1.2512 -1.2809 1.9868
C 1.2905 -1.1154 3.1902
C 0.8378 0.0425 3.9316
C 0.9654 -0.0590 5.3158
C 0.5777 0.9777 6.1502
C 0.0348 2.1604 5.6164
C -0.0975 2.2891 4.2728
C 0.3041 1.2650 3.3375
O 0.1878 1.4381 2.1134
N 0.7255 0.8463 7.5537
O 0.3864 1.7799 8.2777
O 1.2083 -0.1915 8.0057
H 1.7048 -1.9216 3.8353
H 1.3751 -0.9617 5.7451
H -0.2723 2.9515 6.2838
H -0.5190 3.1876 3.8408
N 0.9480 2.5616 -0.6402
C 1.5974 3.5154 0.2407
C 2.9220 2.9404 0.7713
O 3.6665 3.5235 1.5254
O 3.1460 1.7128 0.3465
H -0.0064 2.3538 -0.3560
H 2.3478 1.5241 -0.2183
H 0.8674 2.8882 -1.5945
H 0.9819 3.7486 1.1092
H 1.8422 4.4619 -0.2512
*
```